{
  "formula": "C3H5N3S",
  "method": "the ωB97M-V functional and the def2-TZVPD basis",
  "symbols": ["S", "N", "N", "N", "C", "C", "C", "H", "H", "H", "H", "H"],
  "positions_angstrom": [[3.120, -2.512, 2.179], [0.688, -0.210, 0.216], [2.683, -1.185, -0.172], [2.320, -1.467, 1.121], [-0.555, 0.432, 0.019], [0.906, -0.929, 1.325], [1.709, -0.457, -0.679], [-1.012, -0.349, -0.567], [0.415, -0.687, 2.185], [-1.052, 0.632, 0.946], [1.923, 0.017, -1.606], [-0.440, 1.354, -0.575]],
  "forces_ev_per_a": [[0.09, 0.25, -0.10], [2.57, -0.93, 0.08], [-1.19, 0.07, 1.81], [-4.75, 0.94, -0.15], [-0.29, 0.36, -1.95], [6.69, -1.10, -3.12], [0.46, 0.15, 1.21], [-1.58, 0.45, -0.26], [-0.94, -0.14, 2.40], [-0.23, 0.00, 0.39], [-0.75, 0.38, -0.65], [-0.09, -0.42, 0.32]],
  "mulliken_charge": [-0.390, 0.070, -0.517, 0.293, -0.766, -0.193, -0.121, 0.384, 0.316, 0.275, 0.385, 0.263],
  "lumo_ev": 0.09,
  "smiles": "Cn1cn[n+]([S-])c1",
  "homo_ev": -7.2,
  "e_above_lowest_kcal_mol": 75.92,
  "e_tot_ha": -679.66423
}



{
  "formula": "C3H5N3S",
  "method": "the ωB97M-V functional and the def2-TZVPD basis",
  "symbols": ["S", "N", "N", "N", "C", "C", "C", "H", "H", "H", "H", "H"],
  "positions_angstrom": [[-0.817, 0.136, -0.110], [-2.146, 0.337, 0.708], [1.562, 0.437, 0.698], [-0.844, 0.215, -1.667], [0.162, -1.311, 0.231], [0.586, 1.215, 0.446], [1.439, -0.905, 0.484], [-2.687, 1.087, 0.255], [-0.116, -2.227, -0.201], [-0.301, -0.431, -2.085], [0.853, 3.042, 0.475], [2.309, -1.595, 0.767]],
  "forces_ev_per_a": [[-2.19, 0.83, -1.38], [2.20, -0.50, -1.07], [0.62, 3.88, 0.13], [-2.66, 3.08, 3.00], [1.87, 1.30, 0.29], [2.08, 0.98, 0.41], [-1.56, -2.50, 1.28], [0.27, -0.30, 0.07], [-0.70, -1.07, -0.03], [2.28, -2.72, -1.71], [-0.87, -4.16, -0.04], [-1.34, 1.19, -0.96]],
  "mulliken_charge": [0.632, -0.650, -0.398, -0.659, -0.485, 0.045, -0.127, 0.276, 0.448, 0.263, 0.307, 0.347],
  "lumo_ev": -1.12,
  "homo_ev": -9.2,
  "e_above_lowest_kcal_mol": 206.24,
  "e_tot_ha": -679.45655
}



{
  "formula": "C3H5N3S2",
  "method": "the ωB97M-V functional and the def2-TZVPD basis",
  "symbols": ["S", "S", "N", "N", "N", "C", "C", "C", "H", "H", "H", "H", "H"],
  "positions_angstrom": [[-3.386, -1.264, -0.050], [-0.873, 2.211, -0.114], [0.856, -0.020, -0.027], [1.749, -1.107, -0.080], [-1.369, 0.546, -0.110], [-0.358, -0.394, -0.051], [-2.744, 0.238, -0.064], [2.963, -0.731, -0.087], [-3.339, 1.167, -0.052], [0.148, 2.042, 0.803], [3.657, -1.560, -0.244], [3.306, 0.316, 0.100], [-0.612, -1.444, -0.024]],
  "forces_ev_per_a": [[0.22, 0.78, -0.02], [0.27, -0.17, 0.45], [0.23, 0.20, 0.23], [-0.06, 0.54, -0.32], [-0.88, 0.17, 0.33], [0.33, -0.43, -0.16], [1.05, -0.09, 0.02], [0.01, -0.19, 0.34], [0.22, -0.49, 0.02], [-0.79, 0.11, -0.58], [0.19, 0.47, 0.24], [-0.38, -0.85, -0.44], [-0.41, -0.06, -0.11]],
  "mulliken_charge": [-0.298, -0.140, -0.076, -0.588, 0.019, -0.063, 0.077, -0.265, 0.271, 0.180, 0.272, 0.283, 0.328],
  "lumo_ev": -0.42,
  "smiles": "C=N/N=C/N(S)C=S",
  "homo_ev": -8.9,
  "e_above_lowest_kcal_mol": 56.99,
  "e_tot_ha": -1077.86625
}



{
  "formula": "C3H5N4",
  "method": "the ωB97M-V functional and the def2-TZVPD basis",
  "symbols": ["N", "N", "N", "N", "C", "C", "C", "H", "H", "H", "H", "H"],
  "positions_angstrom": [[1.219, 1.047, 0.184], [0.447, 0.013, 0.117], [-1.990, 0.006, 0.274], [1.205, -1.116, -0.063], [-2.367, 1.102, -0.188], [2.384, 0.533, 0.133], [2.488, -0.837, -0.032], [3.240, -1.421, -0.356], [-3.323, 1.465, -0.248], [-1.489, 1.668, -0.635], [0.835, -1.987, 0.082], [-2.649, -0.473, 0.731]],
  "forces_ev_per_a": [[1.44, 3.28, 0.40], [-0.53, -2.04, 0.07], [2.60, 1.63, -1.33], [0.90, 2.28, 0.30], [4.60, 0.18, -1.25], [-1.28, -1.12, -0.30], [-1.05, 2.30, -0.04], [2.52, -1.98, -0.36], [-2.47, 0.95, 0.15], [-1.59, -0.05, 0.22], [-1.75, -2.62, 0.00], [-3.39, -2.81, 2.16]],
  "mulliken_charge": [-0.426, 0.309, -0.310, -0.018, -0.164, 0.305, -0.128, 0.455, 0.331, 0.167, 0.243, 0.236],
  "lumo_ev": [-8.60, -8.61],
  "charge": 1,
  "homo_ev": [-13.8, -13.8],
  "e_above_lowest_kcal_mol": 182.51,
  "e_tot_ha": -335.78193
}



{
  "formula": "C3H5N4",
  "method": "the ωB97M-V functional and the def2-TZVPD basis",
  "symbols": ["N", "N", "N", "N", "C", "C", "C", "H", "H", "H", "H", "H"],
  "positions_angstrom": [[0.057, -0.749, 0.208], [-0.908, 0.335, -1.428], [0.916, 0.181, -0.081], [0.343, 0.865, -1.162], [-0.531, -1.273, 2.215], [0.877, 1.776, -1.915], [-1.085, -0.543, -0.497], [-1.881, -1.189, -0.376], [0.463, 2.227, -2.821], [-0.985, -2.179, 2.103], [0.507, -1.039, 2.414], [1.787, 2.249, -1.600]],
  "forces_ev_per_a": [[-1.17, 0.38, 2.99], [-0.36, 0.94, -0.21], [0.61, 0.67, -0.76], [-1.74, -2.56, 1.05], [3.11, 3.21, -2.89], [1.10, 1.58, -0.45], [1.98, 0.37, -1.40], [-1.77, -0.88, -0.03], [-0.66, -0.84, 0.50], [-1.37, -2.44, -0.21], [-0.22, -0.08, 1.03], [0.47, -0.36, 0.39]],
  "mulliken_charge": [-0.083, -0.631, -0.517, 0.762, -0.167, -0.143, 0.035, 0.432, 0.301, 0.371, 0.341, 0.299],
  "lumo_ev": [-6.67, -6.90],
  "charge": 1,
  "homo_ev": [-16.2, -13.2],
  "e_above_lowest_kcal_mol": 183.19,
  "e_tot_ha": -335.78085
}



{
  "formula": "C3H5N4",
  "method": "the ωB97M-V functional and the def2-TZVPD basis",
  "symbols": ["N", "N", "N", "N", "C", "C", "C", "H", "H", "H", "H", "H"],
  "positions_angstrom": [[-0.907, 2.634, -0.645], [-2.613, -1.466, 0.081], [-1.447, -1.278, -0.018], [-0.536, 1.622, -0.332], [0.324, 0.367, -0.356], [-0.256, -0.973, -0.225], [1.712, 0.570, 0.137], [2.460, 0.109, -0.557], [0.467, -1.654, -0.324], [1.928, 1.755, 0.086], [-2.915, -1.837, 0.975], [1.784, 0.152, 1.178]],
  "forces_ev_per_a": [[0.58, -2.42, 1.06], [-0.75, -0.15, -1.66], [-0.64, -0.53, 1.10], [0.94, -0.54, -1.18], [-2.28, 0.35, 0.09], [-0.90, 5.85, -0.37], [1.00, 2.46, 0.34], [-0.68, 0.21, 0.62], [2.40, -3.18, -0.53], [-0.23, -2.89, 0.47], [0.04, 0.06, 1.02], [0.51, 0.78, -0.96]],
  "mulliken_charge": [-0.143, -0.632, 0.542, 0.299, 0.472, -0.279, -1.038, 0.328, 0.477, 0.337, 0.314, 0.324],
  "lumo_ev": [-5.72, -5.72],
  "charge": 1,
  "smiles": "[H]/N=N/C=C(/C)[N+]#N",
  "homo_ev": [-13.2, -13.2],
  "e_above_lowest_kcal_mol": 115.68,
  "e_tot_ha": -335.88843
}



{
  "formula": "C3H5N4O2",
  "method": "the ωB97M-V functional and the def2-TZVPD basis",
  "symbols": ["O", "O", "N", "N", "N", "N", "C", "C", "C", "H", "H", "H", "H", "H"],
  "positions_angstrom": [[2.447, 0.828, 0.018], [-2.479, -1.170, 1.800], [0.275, 0.032, 0.185], [-1.383, -0.592, 1.519], [-1.845, -0.624, -0.725], [2.323, -1.398, -0.410], [2.953, -0.374, -0.410], [1.136, 0.952, 0.235], [-0.984, -0.343, 0.294], [-1.701, -0.555, -1.842], [-2.444, -1.391, -0.517], [-0.924, -0.224, 2.363], [3.974, -0.133, -0.678], [0.918, 2.074, 0.512]],
  "forces_ev_per_a": [[-1.97, 1.16, 0.58], [-0.04, -0.09, -0.65], [0.66, 0.23, -0.83], [-1.82, -0.64, 3.96], [1.59, 0.45, -2.41], [-1.30, -2.87, -0.25], [1.88, 1.99, -0.01], [-0.28, 2.60, 0.75], [0.70, 0.39, -3.82], [0.40, 0.13, 3.91], [-1.00, -0.31, 0.44], [0.58, -0.07, -0.74], [0.38, -0.76, -0.29], [0.20, -2.21, -0.65]],
  "mulliken_charge": [-0.268, -0.383, -0.295, 0.156, -0.415, -0.339, 0.203, 0.258, 0.489, 0.326, 0.282, 0.265, 0.372, 0.350],
  "lumo_ev": [-6.29, -5.39],
  "charge": 1,
  "homo_ev": [-14.5, -14.7],
  "e_above_lowest_kcal_mol": 115.61,
  "e_tot_ha": -486.37278
}



{
  "formula": "C3H5N4O3",
  "method": "the ωB97M-V functional and the def2-TZVPD basis",
  "symbols": ["O", "O", "O", "N", "N", "N", "N", "C", "C", "C", "H", "H", "H", "H", "H"],
  "positions_angstrom": [[3.024, 0.931, 2.017], [-2.734, -0.565, -0.672], [3.618, 0.742, -0.092], [2.760, 0.662, 0.818], [1.666, 0.123, 0.432], [-1.200, -1.919, -2.399], [-0.400, -1.192, -2.670], [-0.601, -0.451, 0.583], [-1.846, 0.317, -0.603], [0.463, 0.335, 0.986], [0.243, 1.048, 1.699], [-1.389, -0.528, 1.270], [-1.268, 0.636, -1.446], [-1.946, 1.218, -0.009], [-0.388, -1.356, 0.086]],
  "forces_ev_per_a": [[-0.61, 0.10, -0.90], [-0.49, 0.22, -0.43], [-0.14, 0.47, 1.11], [3.06, 0.73, 0.39], [-3.67, -0.88, -0.54], [2.47, 1.95, -1.02], [-2.37, -2.24, 0.68], [0.56, 0.26, 0.07], [-0.52, 0.05, 0.75], [1.87, -2.11, -1.53], [0.17, 1.94, 1.50], [-0.87, -0.03, 0.96], [0.91, -0.32, -1.11], [-0.74, 0.62, 0.66], [0.36, -0.77, -0.59]],
  "mulliken_charge": [-0.651, -0.671, -0.626, 0.844, -0.368, 0.031, -0.054, -0.906, -0.580, -0.086, 0.479, 0.389, 0.414, 0.367, 0.419],
  "lumo_ev": [3.29, 3.29],
  "charge": -1,
  "homo_ev": [-4.1, -4.1],
  "e_above_lowest_kcal_mol": 38.56,
  "e_tot_ha": -561.94994
}



{
  "formula": "C3H5N4S3",
  "method": "the ωB97M-V functional and the def2-TZVPD basis",
  "symbols": ["S", "S", "S", "N", "N", "N", "N", "C", "C", "C", "H", "H", "H", "H", "H"],
  "positions_angstrom": [[5.251, -0.499, -0.298], [0.058, -4.660, -0.024], [2.700, 0.910, 0.241], [0.066, 0.936, -0.279], [1.165, -1.149, 0.221], [-1.243, 0.577, -0.174], [-0.049, -1.884, -0.105], [1.109, 0.114, 0.034], [3.687, -0.552, -0.254], [-0.055, -3.137, 0.025], [-1.864, 0.721, 0.653], [-1.758, 0.962, -1.067], [-0.860, -1.218, -0.188], [0.297, 1.882, -0.320], [2.971, -1.380, -0.443]],
  "forces_ev_per_a": [[0.91, -0.11, -0.08], [-0.19, 0.98, 0.29], [-0.33, -0.83, -0.44], [1.22, -0.89, 0.97], [-1.13, -1.59, 0.00], [-3.55, -0.48, -2.86], [0.36, 1.32, 0.74], [0.12, 0.76, 0.18], [-1.31, 0.43, 0.17], [0.18, -0.84, -0.70], [1.58, 0.57, -0.40], [1.11, -1.23, 2.44], [-0.33, -0.43, -0.21], [0.31, 1.84, -0.07], [1.05, 0.49, -0.06]],
  "mulliken_charge": [-0.148, -0.115, -0.086, -0.066, -0.488, -0.746, 0.028, 0.643, -0.076, 0.615, 0.252, 0.290, 0.342, 0.179, 0.377],
  "lumo_ev": -5.52,
  "charge": 1,
  "homo_ev": -11.9,
  "e_above_lowest_kcal_mol": 77.00,
  "e_tot_ha": -1530.50490
}



{
  "formula": "C3H5N5",
  "method": "the ωB97M-V functional and the def2-TZVPD basis",
  "symbols": ["N", "N", "N", "N", "N", "C", "C", "C", "H", "H", "H", "H", "H"],
  "positions_angstrom": [[-0.739, -0.162, 0.243], [-1.791, -0.386, 1.055], [0.624, -1.181, 1.712], [-1.067, 0.578, -0.832], [1.258, 0.738, -1.429], [1.517, 0.118, -0.302], [0.525, -0.439, 0.630], [-0.107, 1.018, -1.631], [1.592, -1.525, 1.888], [-1.358, -0.086, 2.032], [2.556, -0.052, -0.140], [-0.407, 1.784, -2.383], [-1.977, -1.415, 1.176]],
  "forces_ev_per_a": [[-0.19, 1.24, -2.69], [-0.30, -0.52, 4.07], [1.35, 0.44, -1.14], [1.31, 1.10, -1.19], [-1.16, 0.02, 1.48], [-0.40, 0.07, -1.66], [0.88, -1.45, 1.29], [-0.63, -0.42, 1.45], [-0.86, 0.81, -0.23], [-1.56, -1.03, -2.04], [0.63, -0.27, 0.49], [0.36, -1.17, 0.43], [0.56, 1.19, -0.27]],
  "mulliken_charge": [0.929, -0.813, -0.745, -0.861, -0.532, -0.202, 0.704, -0.032, 0.203, 0.319, 0.399, 0.343, 0.287],
  "lumo_ev": -0.32,
  "smiles": "[H]/N=c1\\cncnn1N",
  "homo_ev": -8.8,
  "e_above_lowest_kcal_mol": 71.87,
  "e_tot_ha": -391.00388
}



Please write out number 2 again, unchanged.
{
  "formula": "C3H5N3S",
  "method": "the ωB97M-V functional and the def2-TZVPD basis",
  "symbols": ["S", "N", "N", "N", "C", "C", "C", "H", "H", "H", "H", "H"],
  "positions_angstrom": [[-0.817, 0.136, -0.110], [-2.146, 0.337, 0.708], [1.562, 0.437, 0.698], [-0.844, 0.215, -1.667], [0.162, -1.311, 0.231], [0.586, 1.215, 0.446], [1.439, -0.905, 0.484], [-2.687, 1.087, 0.255], [-0.116, -2.227, -0.201], [-0.301, -0.431, -2.085], [0.853, 3.042, 0.475], [2.309, -1.595, 0.767]],
  "forces_ev_per_a": [[-2.19, 0.83, -1.38], [2.20, -0.50, -1.07], [0.62, 3.88, 0.13], [-2.66, 3.08, 3.00], [1.87, 1.30, 0.29], [2.08, 0.98, 0.41], [-1.56, -2.50, 1.28], [0.27, -0.30, 0.07], [-0.70, -1.07, -0.03], [2.28, -2.72, -1.71], [-0.87, -4.16, -0.04], [-1.34, 1.19, -0.96]],
  "mulliken_charge": [0.632, -0.650, -0.398, -0.659, -0.485, 0.045, -0.127, 0.276, 0.448, 0.263, 0.307, 0.347],
  "lumo_ev": -1.12,
  "homo_ev": -9.2,
  "e_above_lowest_kcal_mol": 206.24,
  "e_tot_ha": -679.45655
}



Please write out number 9 again, unchanged.
{
  "formula": "C3H5N4S3",
  "method": "the ωB97M-V functional and the def2-TZVPD basis",
  "symbols": ["S", "S", "S", "N", "N", "N", "N", "C", "C", "C", "H", "H", "H", "H", "H"],
  "positions_angstrom": [[5.251, -0.499, -0.298], [0.058, -4.660, -0.024], [2.700, 0.910, 0.241], [0.066, 0.936, -0.279], [1.165, -1.149, 0.221], [-1.243, 0.577, -0.174], [-0.049, -1.884, -0.105], [1.109, 0.114, 0.034], [3.687, -0.552, -0.254], [-0.055, -3.137, 0.025], [-1.864, 0.721, 0.653], [-1.758, 0.962, -1.067], [-0.860, -1.218, -0.188], [0.297, 1.882, -0.320], [2.971, -1.380, -0.443]],
  "forces_ev_per_a": [[0.91, -0.11, -0.08], [-0.19, 0.98, 0.29], [-0.33, -0.83, -0.44], [1.22, -0.89, 0.97], [-1.13, -1.59, 0.00], [-3.55, -0.48, -2.86], [0.36, 1.32, 0.74], [0.12, 0.76, 0.18], [-1.31, 0.43, 0.17], [0.18, -0.84, -0.70], [1.58, 0.57, -0.40], [1.11, -1.23, 2.44], [-0.33, -0.43, -0.21], [0.31, 1.84, -0.07], [1.05, 0.49, -0.06]],
  "mulliken_charge": [-0.148, -0.115, -0.086, -0.066, -0.488, -0.746, 0.028, 0.643, -0.076, 0.615, 0.252, 0.290, 0.342, 0.179, 0.377],
  "lumo_ev": -5.52,
  "charge": 1,
  "homo_ev": -11.9,
  "e_above_lowest_kcal_mol": 77.00,
  "e_tot_ha": -1530.50490
}